Record 1
156
Properties=species:S:1:pos:R:3:forces:R:3 method="wB97M-V/def2-TZVPD" total_charge=0 gap_ev=8.9 largest_force_ha_per_bohr=0.0350 e_tot_ev=-137417.958 relative_energy_kcal_mol=0.0
C 20.854391 -12.333786 -6.030187 0.183 0.011 -0.115
S 21.339148 -10.927675 -5.010662 0.656 0.356 0.342
O 20.919379 -11.087976 -3.577540 -0.172 -0.228 -0.556
C 23.120506 -11.255638 -4.974040 0.158 -1.140 -0.505
H 19.797560 -12.196872 -6.249779 -0.078 -0.157 0.101
H 21.058721 -13.324222 -5.624348 -0.060 0.160 0.425
H 21.424602 -12.263151 -6.956676 -0.015 0.277 0.000
H 23.668086 -10.605514 -4.300211 -0.363 0.236 0.096
H 23.588834 -11.262057 -5.960692 -0.328 0.395 -0.128
H 23.210249 -12.294241 -4.642544 0.013 0.122 0.321
C 13.382929 -15.403688 -10.445777 -0.212 -0.401 -0.466
S 14.540686 -14.654631 -9.270630 -0.300 -1.479 -0.034
O 14.133448 -15.111243 -7.899420 0.115 0.236 -0.289
C 15.907569 -15.738939 -9.799097 0.328 0.356 -0.351
H 13.333643 -16.494266 -10.393469 0.391 0.022 0.418
H 13.710877 -15.144762 -11.452840 -0.069 0.222 0.046
H 12.355211 -15.066000 -10.324132 0.193 0.487 0.198
H 16.083552 -15.501156 -10.851873 0.069 0.009 0.038
H 15.710248 -16.807120 -9.722193 -0.454 0.100 0.222
H 16.814655 -15.518800 -9.237025 -0.138 0.212 0.123
C 14.663627 -11.914695 -7.244597 1.425 -0.500 0.394
S 15.885334 -11.091429 -8.322437 -0.190 0.594 0.560
O 15.982447 -11.864970 -9.601629 0.248 -0.214 0.321
C 17.351859 -11.447663 -7.301204 0.102 -1.200 -0.062
H 15.152105 -12.824661 -6.882734 -0.412 -0.359 -0.428
H 13.753647 -12.097085 -7.801237 -0.131 0.120 0.055
H 14.538151 -11.350345 -6.322165 -0.293 0.433 -0.336
H 18.231495 -11.513097 -7.944821 -0.164 0.477 -0.233
H 17.274939 -12.447241 -6.854044 -0.230 0.096 0.026
H 17.527126 -10.722984 -6.511957 -0.237 0.284 -0.143
C 20.043689 -9.109506 -9.926010 -0.232 -0.443 0.074
S 20.991127 -9.157763 -8.378558 -0.645 0.340 -0.542
O 21.832958 -10.377585 -8.510646 0.343 0.114 0.013
C 21.974074 -7.681429 -8.678791 0.956 -0.304 0.596
H 19.305176 -8.316277 -10.003141 0.044 0.158 0.402
H 19.517355 -10.065060 -9.879408 -0.125 0.075 -0.176
H 20.662602 -9.094127 -10.823872 0.345 -0.048 0.260
H 21.404030 -6.794800 -8.407424 -0.212 0.002 -0.399
H 22.437697 -7.676423 -9.663400 -0.346 0.145 -0.171
H 22.801861 -7.727261 -7.963576 -0.113 -0.090 0.051
C 18.376618 -12.798395 -3.107264 -0.724 0.665 -0.851
S 17.004367 -13.848107 -3.659855 0.016 -0.158 0.187
O 17.315129 -14.199061 -5.089582 0.034 0.037 0.521
C 17.377136 -15.259644 -2.597214 0.775 -0.183 -0.173
H 18.321395 -12.495104 -2.064916 0.025 -0.346 0.122
H 18.168049 -11.898972 -3.694563 0.232 0.114 0.102
H 19.354978 -13.139618 -3.433423 -0.031 -0.373 0.243
H 16.809882 -16.151851 -2.845647 -0.307 0.245 -0.255
H 17.212651 -15.003139 -1.550789 -0.135 0.218 -0.075
H 18.442958 -15.451780 -2.743418 -0.027 -0.148 0.055
C 13.793665 -15.736520 -4.567238 0.220 0.107 -0.208
O 14.344511 -16.275422 -3.624796 -0.109 -0.072 0.267
N 12.461696 -15.540620 -4.694397 0.104 0.562 -0.032
C 11.487632 -15.874568 -3.676157 0.457 -0.498 0.388
C 11.882960 -14.774996 -5.780165 -0.722 0.387 -0.211
H 14.363776 -15.364151 -5.433325 -0.116 0.015 -0.046
H 10.695617 -16.445046 -4.163278 -0.326 0.300 0.196
H 11.134268 -14.978981 -3.156386 -0.334 0.049 -0.326
H 11.893642 -16.506058 -2.885956 0.392 -0.044 -0.298
H 12.528610 -14.441395 -6.589764 0.562 -0.698 0.250
H 11.074469 -15.383679 -6.195986 0.003 0.194 -0.227
H 11.434566 -13.835287 -5.423881 -0.132 -0.236 0.320
C 16.256394 -6.801136 -11.989804 -0.161 -0.515 -0.154
O 15.926802 -6.148041 -12.954383 0.048 0.752 -0.044
N 16.091266 -8.125472 -11.901666 -0.077 -0.740 0.437
C 16.590504 -8.912012 -10.799295 0.632 -0.448 0.194
C 15.473714 -8.906348 -12.954601 -0.578 0.224 -0.009
H 16.718246 -6.421487 -11.065875 0.105 0.445 -0.007
H 15.889990 -9.641901 -10.402836 -0.410 0.097 -0.473
H 16.923976 -8.369554 -9.912422 -0.054 0.533 -0.321
H 17.443216 -9.491072 -11.170020 0.042 -0.145 0.164
H 16.061714 -9.791801 -13.188729 0.116 -0.030 0.018
H 14.482677 -9.216746 -12.615633 0.002 -0.249 -0.019
H 15.321806 -8.309252 -13.847708 0.237 0.153 0.000
C 16.248435 -12.822325 -13.048062 0.474 0.829 -0.531
O 15.740406 -12.639093 -14.145826 -0.187 -0.215 0.451
N 17.584553 -12.988371 -12.882085 0.029 0.144 0.249
C 18.493585 -12.988293 -14.012635 -0.276 -0.671 0.097
C 18.193224 -13.241896 -11.595153 0.221 -0.377 -0.070
H 15.698622 -12.728441 -12.095101 -0.023 -0.337 -0.033
H 17.963556 -12.674919 -14.905548 0.084 0.342 0.038
H 18.834250 -14.014386 -14.197038 0.106 0.052 0.021
H 19.367604 -12.385901 -13.769314 -0.048 0.212 -0.212
H 18.920691 -14.048248 -11.737268 -0.170 -0.175 0.218
H 18.772346 -12.407177 -11.186971 -0.229 0.262 -0.179
H 17.438495 -13.530871 -10.870068 0.016 0.076 0.091
O 22.833191 -14.305445 -7.713728 0.755 -0.089 0.785
C 22.263525 -14.808310 -8.636446 -1.053 1.419 -0.347
O 22.663908 -15.881142 -9.302721 0.310 -0.480 -0.156
C 23.884175 -16.468676 -8.835125 -0.120 -1.247 0.511
C 24.096610 -17.788523 -9.550149 0.414 -0.139 -1.188
C 20.999669 -14.240229 -9.240524 -0.195 -1.245 -0.384
H 23.770447 -16.804355 -7.799286 -0.150 0.765 0.164
H 24.689335 -15.741107 -8.887057 0.104 -0.091 -0.157
H 24.855053 -18.386411 -9.044122 -0.117 0.058 0.229
H 24.442862 -17.735583 -10.588862 -0.029 0.453 0.095
H 23.173878 -18.365535 -9.618025 -0.063 0.072 0.406
H 20.511033 -13.449468 -8.690394 0.378 0.204 0.233
H 20.314545 -15.094577 -9.292132 -0.139 0.223 -0.219
H 21.225133 -13.939973 -10.263711 -0.109 0.114 0.010
O 17.769054 -8.356796 -7.533153 -0.057 0.463 -0.484
C 17.888271 -7.649239 -6.565070 0.036 -0.920 1.258
O 17.510324 -6.373879 -6.466808 0.124 0.009 -0.649
C 17.087663 -5.708937 -7.673465 -0.528 0.932 0.390
C 17.467615 -4.249929 -7.537295 0.581 0.852 -0.596
C 18.470853 -8.150531 -5.246715 0.024 0.547 -0.488
H 15.996905 -5.739025 -7.745187 0.027 -0.393 0.105
H 17.484395 -6.167457 -8.576419 0.256 -0.158 0.191
H 18.538926 -4.031853 -7.592853 0.057 -0.510 0.002
H 17.146212 -3.747905 -6.625369 -0.370 -0.424 0.101
H 17.049414 -3.683884 -8.376646 -0.160 -0.143 0.079
H 17.737880 -8.688819 -4.648102 -0.161 -0.085 -0.182
H 18.802691 -7.296313 -4.660614 0.151 -0.113 0.066
H 19.297380 -8.815039 -5.492103 0.031 -0.020 0.154
O 12.675495 -13.236650 -12.550275 -0.067 0.102 0.521
C 12.652242 -12.066145 -12.839836 0.101 -0.514 -0.727
O 12.552663 -11.054599 -11.981005 0.345 0.742 0.074
C 12.405943 -11.291753 -10.591169 -0.905 -0.968 0.808
C 10.914275 -11.320724 -10.241960 0.350 0.512 0.153
C 12.714092 -11.557149 -14.246012 -0.253 0.418 -0.119
H 12.939440 -10.526008 -10.036110 0.033 0.203 -0.197
H 12.808368 -12.264231 -10.300010 0.350 0.039 -0.334
H 10.487590 -10.317330 -10.282787 -0.062 -0.036 -0.226
H 10.772914 -11.657870 -9.214949 0.065 -0.171 -0.013
H 10.390172 -11.982599 -10.929264 -0.062 -0.032 0.057
H 11.901193 -10.843256 -14.394501 0.014 -0.019 -0.024
H 12.620830 -12.372330 -14.953386 0.124 -0.089 0.045
H 13.647488 -11.020989 -14.411551 0.059 -0.129 0.017
O 12.176960 -9.580163 -7.499364 0.407 0.139 -0.055
C 11.499787 -9.140249 -6.604872 -0.842 -0.979 -0.107
O 11.840751 -8.149298 -5.798330 0.067 0.618 0.645
C 13.162871 -7.631997 -5.940321 0.698 -0.328 -1.087
C 14.205503 -8.543355 -5.339037 0.357 -0.189 0.233
C 10.117119 -9.677431 -6.271785 0.525 0.416 -1.109
H 13.213851 -6.626342 -5.537819 -0.437 -0.065 0.378
H 13.385846 -7.554746 -7.008368 -0.128 0.117 -0.004
H 14.473204 -9.389418 -5.972422 -0.285 0.188 -0.188
H 13.901074 -8.958786 -4.377318 0.012 0.267 0.143
H 15.116158 -7.959911 -5.218929 0.143 0.023 0.240
H 9.425075 -8.853147 -6.448232 -0.192 -0.072 0.498
H 10.078042 -10.079932 -5.268932 -0.175 0.118 0.209
H 9.899155 -10.431853 -7.024003 -0.038 -0.191 0.211
O 12.331841 -9.709034 -0.344743 -0.231 0.085 -0.288
C 13.093865 -10.645582 -0.337934 -0.794 1.255 0.843
O 13.379968 -11.349863 -1.412404 0.621 -1.084 -0.317
C 12.561330 -11.223631 -2.575619 -0.034 0.382 -0.551
C 13.239826 -11.936267 -3.731041 0.101 0.075 -0.248
C 13.714205 -11.111549 0.943390 0.382 -0.438 -0.076
H 12.378225 -10.183926 -2.844410 0.195 0.184 0.401
H 11.581429 -11.661058 -2.381498 0.011 -0.032 0.203
H 13.109209 -11.362875 -4.650280 -0.479 -0.164 -0.086
H 12.826975 -12.936984 -3.843032 0.281 -0.062 -0.186
H 14.326779 -11.990422 -3.650055 -0.049 -0.152 0.480
H 14.754522 -11.415781 0.833911 -0.067 -0.126 -0.099
H 13.127040 -11.968647 1.280891 0.146 -0.069 0.027
H 13.645195 -10.336555 1.697584 -0.093 0.139 -0.095

Record 2
127
Properties=species:S:1:pos:R:3:forces:R:3 method="wB97M-V/def2-TZVPD" total_charge=+1 gap_ev=5.1 largest_force_ha_per_bohr=0.0265 e_tot_ev=-113252.599
Pt 0.861005 -0.179324 -0.480042 0.489 0.274 0.387
C 0.676789 1.519989 -3.313821 0.098 0.014 -0.035
P 0.909715 1.892092 -1.526096 -0.019 -0.167 0.024
C 2.599596 2.559731 -1.438417 -0.042 -0.131 -0.036
C 2.902959 3.896103 -1.219910 -0.019 0.035 0.030
C 4.225733 4.317054 -1.218500 0.010 -0.001 0.018
C 5.249657 3.409936 -1.434236 -0.026 -0.029 -0.022
C 4.951315 2.069724 -1.651213 -0.010 0.046 -0.003
C 3.633835 1.644245 -1.652938 0.032 -0.009 0.022
C -0.258514 3.233501 -1.229623 -0.002 0.035 -0.114
C -1.250007 3.119040 -0.264398 -0.307 -0.082 -0.357
C -2.144803 4.157515 -0.057148 -0.011 -0.040 -0.065
C -2.064087 5.306152 -0.829647 0.028 0.002 0.000
C -1.103890 5.408736 -1.827723 0.005 0.018 0.019
C -0.204408 4.375238 -2.030720 -0.044 -0.037 0.041
C 0.978241 0.073430 -3.522911 -0.010 0.092 0.111
C 1.203522 -0.663966 -4.659920 0.051 -0.064 0.027
C 1.587460 -1.963183 -4.239685 -0.103 0.024 -0.015
C 1.567706 -1.956159 -2.865967 0.039 0.054 0.006
C 2.034476 -2.947590 -1.863096 0.047 -0.155 0.061
P 1.324125 -2.537282 -0.228221 -0.124 0.190 -0.025
C -0.099001 -3.625177 0.053208 0.097 -0.065 -0.116
C -0.195960 -4.883464 -0.539614 -0.023 0.033 0.030
C -1.209974 -5.750541 -0.170305 0.005 0.003 -0.005
C -2.113627 -5.383546 0.817419 -0.011 -0.005 0.001
C -2.016078 -4.138249 1.415958 -0.043 0.015 -0.065
C -1.024055 -3.255056 1.019459 -0.079 0.057 0.041
C 2.504077 -3.208013 1.012623 0.347 -0.535 -0.443
C 3.725197 -3.779934 0.628084 -0.511 0.736 0.475
C 4.771705 -4.260452 1.480540 0.072 -0.257 0.227
C 5.076435 -3.776319 2.696002 0.129 0.123 0.072
C 4.341177 -2.606731 3.282434 0.449 0.270 -0.249
C 2.058102 -3.024503 2.297729 -0.287 1.193 0.576
N 1.192422 -0.719757 -2.421240 -0.248 0.014 -0.044
H 1.367563 2.156797 -3.874364 -0.055 -0.016 -0.007
H -0.340135 1.808439 -3.588005 0.184 0.016 0.065
H 2.118364 4.612548 -1.022965 -0.004 0.006 -0.021
H 4.452107 5.359178 -1.037688 0.007 0.027 0.000
H 6.278146 3.744158 -1.436172 0.026 0.002 0.008
H 5.745228 1.356625 -1.825380 0.031 -0.022 0.000
H 3.403124 0.598075 -1.820095 -0.001 0.017 -0.011
H -1.327617 2.209582 0.321177 -0.055 -0.011 -0.105
H -2.910486 4.062502 0.699804 -0.049 -0.010 0.040
H -2.760890 6.117257 -0.666430 -0.023 0.011 -0.004
H -1.056125 6.292571 -2.448745 0.001 0.026 -0.011
H 0.535964 4.460140 -2.816681 0.029 -0.005 -0.006
H 1.128264 -0.305544 -5.672253 0.006 0.011 -0.063
H 1.865474 -2.793281 -4.867153 0.011 -0.037 -0.042
H 3.118747 -2.865721 -1.755983 0.010 0.014 -0.010
H 1.813339 -3.976224 -2.147412 0.037 0.018 -0.011
H 0.514264 -5.202038 -1.288863 0.023 -0.018 -0.024
H -1.286480 -6.719476 -0.644530 -0.003 -0.015 -0.011
H -2.895574 -6.068670 1.115515 -0.017 -0.010 0.010
H -2.719020 -3.843168 2.179571 -0.098 0.045 0.059
H -0.966044 -2.269461 1.466649 0.002 0.025 0.016
H 3.859806 -4.012710 -0.417591 0.084 0.144 -0.121
H 5.406123 -5.035335 1.065449 -0.021 -0.037 -0.002
H 5.892772 -4.213847 3.255323 -0.016 -0.087 0.041
H 4.801341 -2.343509 4.240033 -0.087 -0.050 0.018
H 1.018578 -2.750605 2.432234 -0.012 -0.166 0.025
O -2.043942 0.138519 1.468746 0.202 -0.083 0.061
C -3.133938 -0.715513 1.457179 -0.025 0.041 -0.050
C -3.814332 -1.127088 2.591376 -0.066 -0.080 0.010
C -4.909943 -1.971605 2.445447 0.069 -0.016 0.003
C -5.289626 -2.422693 1.192687 0.067 -0.006 0.015
C -4.550377 -2.050779 0.077536 -0.053 -0.063 -0.041
C -3.467409 -1.189631 0.186945 0.136 -0.042 0.086
P -2.343063 -0.705274 -1.176040 -0.126 0.054 -0.331
C -3.186546 0.820903 -1.763239 -0.002 -0.072 0.074
C -2.732114 1.375624 -2.959641 -0.052 -0.050 0.004
C -3.302928 2.529777 -3.466464 -0.026 0.009 0.013
C -4.349780 3.143562 -2.788583 0.011 -0.006 0.015
C -4.818646 2.591851 -1.607747 0.037 0.008 -0.001
C -4.236684 1.438859 -1.093967 -0.005 0.011 0.015
C -2.813930 -1.827686 -2.543817 -0.100 0.067 0.070
C -1.847686 -2.698441 -3.028749 0.097 -0.030 0.027
C -2.120214 -3.538269 -4.101037 -0.041 0.001 0.018
C -3.370864 -3.515150 -4.694284 -0.003 0.020 0.032
C -4.346063 -2.641070 -4.222729 0.024 -0.050 -0.029
C -4.067553 -1.799666 -3.161263 0.017 0.056 -0.025
C -1.699717 0.870264 2.573404 -0.110 0.034 -0.014
C -2.687155 1.499407 3.331658 0.067 0.052 0.073
C -2.340884 2.242549 4.441830 -0.017 -0.013 -0.032
C -1.003969 2.385204 4.794544 0.015 -0.014 -0.003
C -0.032823 1.833611 3.986395 -0.018 0.022 -0.005
C -0.348199 1.071707 2.851564 -0.021 0.019 -0.115
P 1.051514 0.694043 1.714020 0.108 -0.093 -0.101
C 2.200128 -0.340667 2.673830 -0.314 -1.216 -0.523
C 1.874149 -0.792496 4.010329 0.150 0.032 0.103
C 2.221769 -1.995229 4.485054 -0.256 -0.169 0.195
C 2.863877 -2.995907 3.565858 -0.402 -0.044 -0.213
C 4.433680 -1.436435 2.340815 0.119 -0.149 -0.517
C 3.446111 -0.562053 2.025830 0.333 0.360 0.294
C 1.825796 2.386266 1.780427 -0.089 -0.030 -0.034
C 3.163864 2.628219 2.082028 -0.008 -0.071 -0.024
C 3.640109 3.927290 2.197944 -0.004 0.024 -0.024
C 2.794340 5.008536 2.017098 -0.031 -0.001 -0.019
C 1.457215 4.782398 1.723191 0.057 -0.012 0.040
C 0.982990 3.486692 1.616572 -0.043 -0.042 0.205
H -3.512731 -0.801311 3.575658 -0.003 -0.024 -0.007
H -5.457378 -2.279916 3.326051 -0.010 -0.006 0.015
H -6.140931 -3.079260 1.081638 -0.025 -0.015 0.005
H -4.818990 -2.446932 -0.893134 0.020 -0.001 0.043
H -1.944895 0.873360 -3.512052 -0.137 -0.072 0.009
H -2.944273 2.945363 -4.399009 0.011 0.014 -0.034
H -4.804051 4.039828 -3.188324 -0.009 0.030 -0.012
H -5.644412 3.055378 -1.083764 -0.017 0.008 0.012
H -4.621808 1.013901 -0.175240 -0.005 -0.006 0.013
H -0.860676 -2.708749 -2.582845 -0.035 0.031 -0.015
H -1.348257 -4.196895 -4.475439 0.020 -0.025 -0.020
H -3.588268 -4.165709 -5.530150 -0.005 -0.018 -0.032
H -5.319657 -2.610335 -4.692720 -0.026 -0.004 -0.017
H -4.823949 -1.101720 -2.820750 0.016 0.022 -0.006
H -3.722629 1.393522 3.042503 -0.007 0.023 -0.007
H -3.114321 2.718652 5.028943 -0.017 0.011 0.008
H -0.722847 2.959670 5.665521 0.011 0.009 0.018
H 1.007586 2.028648 4.214318 0.002 0.014 -0.002
H 1.287930 -0.139043 4.642741 0.047 -0.010 0.069
H 2.006102 -2.264286 5.510302 0.091 0.004 0.057
H 2.872374 -3.982068 4.039619 -0.024 -0.031 -0.011
H 5.343362 -1.386415 1.755235 -0.017 -0.012 -0.052
H 3.620725 0.024245 1.127045 0.066 0.081 0.016
H 3.854294 1.821352 2.260128 0.033 -0.127 0.003
H 4.682202 4.086251 2.438974 0.031 0.004 0.010
H 3.170258 6.018030 2.116241 0.007 0.022 0.002
H 0.774072 5.611669 1.594789 -0.035 0.027 -0.002
H -0.073666 3.341612 1.445465 0.332 0.057 0.282